# 1
# C16H15N5O3

C16H15N5O3 in the gas phase (ωB97M-V/def2-TZVPD, OMol25).

The geometry in XYZ format:
```
39
Properties=species:S:1:pos:R:3:mulliken_charge:R:1
O 3.57 -2.04 0.17 -0.585
O -0.34 2.40 2.57 -0.443
O 4.40 -0.18 -0.55 -0.549
N -0.84 -2.82 -1.04 -0.377
N 1.02 0.17 -0.15 -0.975
N -3.86 -2.19 0.77 -0.533
N 0.72 -0.99 -0.70 0.886
N 3.64 -1.13 -0.67 1.056
C -1.38 -1.29 0.64 -0.179
C 0.55 2.01 1.44 -0.947
C -0.46 -1.76 -0.33 0.931
C 3.54 -1.36 -3.07 -0.216
C -0.95 -0.10 1.28 1.085
C 0.90 -1.35 -3.09 -0.169
C -2.74 -1.83 0.75 -0.536
C -2.47 2.74 1.48 -1.526
C -1.69 2.05 2.56 1.683
C 1.53 -1.23 -1.80 0.342
C 2.90 -1.49 -4.30 -0.778
C 0.31 0.67 0.80 0.333
C -1.80 0.59 2.32 -1.450
C -2.29 2.61 3.85 -1.839
C 1.53 -1.56 -4.25 -0.828
C 2.92 -1.22 -1.87 -0.149
H -2.42 0.02 3.02 0.401
H -1.73 2.41 4.76 0.390
H -0.18 -3.29 -1.60 0.255
H -2.45 3.63 3.81 0.472
H 3.39 -1.65 -5.22 0.434
H 4.60 -1.42 -2.98 0.395
H -2.23 2.42 0.46 0.359
H -0.18 -1.34 -3.09 0.503
H -2.28 3.80 1.59 0.430
H -3.31 2.18 3.97 0.415
H 1.58 2.01 1.84 0.371
H -3.60 2.67 1.70 0.339
H 1.08 -1.68 -5.17 0.471
H 0.60 2.83 0.71 0.272
H -1.63 -3.32 -0.60 0.256
```

Computed properties:
Gap between HOMO and LUMO = 6.54 eV
SMILES = CC1(C)C=C2C(=NN(c3ccccc3[N+](=O)[O-])C(N)=C2C#N)CO1
Net charge = 0
Highest occupied orbital energy = -7.080 eV
Multiplicity = 1


# 2
# C7H9N3

C7H9N3 in the gas phase (ωB97M-V/def2-TZVPD, OMol25).

The geometry in XYZ format:
```
19
Properties=species:S:1:pos:R:3:mulliken_charge:R:1
N 3.09 -1.85 0.14 -0.482
N 1.38 0.51 1.11 -0.612
N 1.28 0.74 -1.21 -0.638
C 2.23 -1.11 0.00 -0.188
C 1.09 -0.21 -0.13 1.787
C -0.24 -0.97 -0.02 -1.298
C 1.80 1.70 0.81 -0.165
C -2.70 -0.84 0.17 -1.042
C -1.49 0.01 -0.26 -0.380
C 1.73 1.80 -0.71 -0.176
H -0.35 -1.52 -0.92 0.439
H -3.64 -0.26 -0.30 0.286
H 2.26 2.40 1.47 0.417
H -2.67 -0.84 1.35 0.245
H -1.42 0.98 0.33 0.282
H -0.22 -1.73 0.78 0.481
H -2.58 -1.87 -0.08 0.356
H -1.40 0.21 -1.32 0.390
H 1.85 2.85 -1.23 0.298
```

Computed properties:
Gap between HOMO and LUMO = 10.75 eV
SMILES = CCCC1(C#N)N=CC=N1
Net charge = 0
Highest occupied orbital energy = -10.941 eV
Multiplicity = 1


# 3
# C19H29BIrN2O2

A molecular structure, C19H29BIrN2O2 (ωB97M-V/def2-TZVPD, OMol25).

The geometry in XYZ format:
```
54
Properties=species:S:1:pos:R:3:mulliken_spin:R:1
Ir 1.09 -0.75 -0.59 2.391
O -0.73 0.30 1.57 0.545
O -0.57 1.76 -0.20 0.470
N 0.25 -2.49 -0.28 0.148
N 0.26 -0.87 -2.38 0.087
C -0.76 -4.99 -0.14 0.051
C -0.97 3.88 0.90 0.049
C -0.34 -2.98 -1.42 0.036
C 0.35 -3.15 0.91 0.040
C 2.77 1.70 0.79 0.114
C -0.28 2.13 3.09 0.134
C -2.83 2.44 0.23 0.148
C -0.32 -2.10 -2.57 0.054
C -1.41 2.43 0.77 0.011
C -0.16 -4.43 0.99 -0.001
C 0.46 0.10 -3.29 0.057
C 0.09 -0.14 -4.59 0.001
C -0.53 -1.38 -4.87 0.046
C 3.05 -1.15 -0.94 0.321
C -2.54 1.24 2.81 0.041
C -0.85 -4.27 -1.30 -0.002
C -0.74 -2.32 -3.88 0.008
C 2.78 0.68 1.90 0.077
C -1.25 1.54 2.07 0.020
B -0.15 0.52 0.31 0.192
H 3.25 -2.23 -1.08 0.034
H -0.18 1.43 3.93 -0.002
H 3.81 1.84 0.45 -0.005
H -1.59 4.42 1.63 0.005
H -0.07 -4.95 1.93 0.001
H -0.69 3.07 3.51 0.001
H -3.24 1.43 0.12 0.004
H -1.09 4.38 -0.07 0.003
H -2.84 2.92 -0.76 -0.004
H -1.31 -4.66 -2.20 0.002
H 0.71 2.34 2.69 0.016
H 2.12 1.14 -0.07 -0.099
H 2.25 2.59 1.14 0.008
H -2.34 0.53 3.63 0.001
H -0.82 -1.56 -5.89 0.001
H 0.80 -2.60 1.74 0.001
H -3.30 0.79 2.16 0.000
H -1.15 -6.01 -0.06 0.000
H 3.77 0.64 2.45 0.012
H 3.39 -0.65 -1.87 0.028
H 0.09 3.98 1.20 0.002
H -3.49 3.03 0.88 0.003
H 2.54 -0.31 1.37 -0.026
H 0.93 1.03 -2.91 -0.019
H 3.70 -0.78 -0.13 0.009
H 1.92 0.97 2.46 -0.021
H 0.29 0.61 -5.32 0.001
H -2.95 2.15 3.25 0.003
H -1.20 -3.27 -4.05 0.002
```

Computed properties:
Gap between HOMO and LUMO (alpha / beta) = 6.30 / 4.52 eV
Expectation value of S² = 8.7716
Net charge = +2
Highest occupied orbital energy (alpha / beta) = -13.151 / -15.702 eV
Multiplicity = 6


# 4
# C2H9NO2

2 unconnected molecules or ions with the total composition C2H9NO2 (ωB97M-V/def2-TZVPD, OMol25).

The geometry in XYZ format:
```
14
Properties=species:S:1:pos:R:3:mulliken_charge:R:1
O -0.58 0.54 -2.10 -0.645
O -1.96 0.92 -1.69 -0.382
N 0.26 -0.10 0.10 -0.366
C 1.69 -0.25 0.38 -0.893
C -0.61 -0.26 1.29 -0.872
H -2.38 0.94 -2.56 0.295
H 1.91 -1.26 0.73 0.335
H 2.25 -0.05 -0.53 0.302
H 2.01 0.47 1.14 0.324
H -1.64 -0.10 0.97 0.287
H -0.33 0.45 2.06 0.322
H -0.05 -0.74 -0.67 0.430
H -0.07 0.72 -0.80 0.533
H -0.50 -1.27 1.68 0.329
```

Computed properties:
Gap between HOMO and LUMO = 8.67 eV
Net charge = 0
Highest occupied orbital energy = -7.927 eV
Multiplicity = 1


Energy relative to the best compared isomer or geometry (same formula, charge and spin), respectively: 632.8 287.4 0.0 386.7 kJ/mol.